No. 1
DFT (ωB97M-V/def2-TZVPD) results for the ion C15H34B2N7O5S with charge +1 at a distorted geometry.

```
64
Properties=species:S:1:pos:R:3
C 1.1197 -0.3513 4.0675
C 0.1861 -1.7254 4.2596
O -0.2699 -2.2956 2.9830
B -1.4414 -1.5213 2.4389
O -1.9835 -0.3370 3.1947
N -2.0377 -2.0355 1.1504
C -3.3948 -1.4617 0.8351
C -3.4124 -0.1816 -0.1830
C -2.7690 1.2118 0.4801
C -2.6723 2.4464 -0.6342
C -1.1350 3.0460 -0.5564
C -0.9890 4.6074 -1.0332
C -0.2103 4.7872 -2.4647
S 1.4395 3.9093 -2.5907
C 2.2973 3.7558 -0.9329
N 1.9993 2.9175 0.2980
N 2.8417 2.9962 1.3955
C 3.8944 3.9919 0.8877
O 3.5533 4.4403 -0.4792
C -1.0842 -2.0125 -0.0214
N 0.1416 -1.1473 -0.1862
C 1.4175 -1.8070 0.2803
C 2.6609 -1.3414 -0.7122
O 2.3845 -0.1201 -1.4850
C 3.1499 -2.5264 -1.7354
N 3.3317 -3.8882 -1.0747
N -1.4414 -2.8539 -1.0841
B -0.6863 -2.9752 -2.3925
N -0.5322 -4.4103 -2.9530
O -0.0854 -1.8777 -3.1753
H 0.6464 0.4936 4.7264
H 1.1810 0.0062 2.9551
H 2.2264 -0.5580 4.4626
H 0.9384 -2.5256 4.7273
H -0.6611 -1.5873 5.0648
H -1.3233 0.3990 2.9393
H -4.0294 -1.1477 1.7906
H -4.0221 -2.3279 0.3079
H -4.5628 0.0866 -0.3578
H -2.9866 -0.4020 -1.2651
H -3.4715 1.5212 1.3943
H -1.6718 1.0273 0.8439
H -2.8744 1.9863 -1.6931
H -3.4967 3.2858 -0.4451
H -0.4441 2.2868 -1.1207
H -0.8080 3.0160 0.5907
H -0.4516 5.2144 -0.1584
H -2.0689 5.0474 -1.1423
H -0.1672 5.9438 -2.7515
H -0.9134 4.2999 -3.2967
H 4.7892 4.2485 1.5969
H 0.0185 -0.1778 0.1775
H 1.2489 -2.9649 0.2630
H 1.7150 -1.4012 1.3618
H 3.5904 -1.0825 -0.0093
H 3.2191 0.1391 -2.0084
H 4.2214 -2.2079 -2.1488
H 2.4391 -2.6770 -2.6657
H 2.4097 -4.3886 -1.1826
H 3.5062 -3.6679 -0.0512
H -2.3112 -3.4610 -0.9914
H -0.8628 -4.4268 -3.9520
H -1.1304 -5.0816 -2.3829
H -0.1646 -2.1567 -4.1555
```

The frontier orbital gap comes out at 6.87 eV. The calculation puts the total energy at -1798.8644 Eh. Its HOMO energy is -11.15 eV. The total charge is +1. For the energy relative to the best compared isomer or geometry (same formula, charge and spin), the calculation gives 243.1 kcal/mol. The LUMO energy is -0.15707 Ha.

No. 2
DFT (ωB97M-V/def2-TZVPD) results for a structure of composition C13H17CdClN2 at a distorted geometry.

```
34
Properties=species:S:1:pos:R:3
C -0.2949 0.8210 2.4360
C -0.2818 -0.6662 2.4215
H 0.7661 1.0807 2.3681
H -0.6740 1.0842 3.3922
H -0.7187 1.5826 1.7623
H 0.0468 -1.3395 1.6161
H 0.5521 -0.8231 3.0843
H -1.1146 -1.1425 2.9203
C 0.5805 2.7728 -1.8475
C 0.9150 3.5377 -2.9829
C 1.1218 2.8325 -4.1781
C 0.9902 1.4456 -4.2238
H 0.5096 3.2424 -0.8533
H 1.0323 4.6084 -2.8994
H 1.3791 3.3601 -5.0909
H 1.2390 0.8628 -5.1222
N 0.3168 1.4502 -1.9458
C 0.5740 0.7320 -3.0751
C 0.4317 -0.7755 -3.0960
N 0.1475 -1.4505 -1.9618
C 0.0823 -2.8087 -1.8948
C 0.5254 -2.9263 -4.2428
C 0.2436 -3.5866 -3.0468
H -0.0944 -3.2742 -0.9166
H 0.1467 -4.6719 -2.9920
C 0.6707 -1.5178 -4.2826
H 0.9495 -0.9776 -5.1703
H 0.6514 -3.4546 -5.1749
Cd -0.2008 -0.0076 -0.2742
C -2.3329 -0.0038 -0.4934
H -2.6442 -1.0380 -0.6837
H -2.4900 0.5824 -1.4079
H -2.9543 0.4140 0.3022
Cl 2.3203 -0.0164 0.2371
```

The frontier orbital gap comes out at 7.21 eV. The calculation puts the total energy at -1242.9704 Eh. Its HOMO energy is -7.82 eV. The total charge is 0. For the energy relative to the best compared isomer or geometry (same formula, charge and spin), the calculation gives 0.0 kcal/mol. The LUMO energy is -0.02264 Ha.

No. 3
DFT (ωB97M-V/def2-TZVPD) results for a cluster of 2 separate species, C7H10 in total.

```
17
Properties=species:S:1:pos:R:3
C -0.7725 -1.9224 1.6768
C -1.2037 -1.1518 0.8536
C -1.7345 -0.2595 -0.1364
C -1.3841 1.0267 -0.2549
C -0.4062 1.7559 0.6101
H -0.3984 -2.5998 2.4130
H -2.4602 -0.6859 -0.8257
H -1.8511 1.6020 -1.0532
H 0.4089 2.1707 0.0053
H -0.8992 2.5952 1.1157
H 0.0288 1.0970 1.3662
C 1.4625 -0.6576 -1.5423
C 2.0980 -0.5542 -0.3807
H 0.4768 -1.1101 -1.6141
H 1.9001 -0.2882 -2.4666
H 1.6555 -0.9261 0.5407
H 3.0794 -0.0918 -0.3076
```

The frontier orbital gap comes out at 10.13 eV. The calculation puts the total energy at -272.6005 Eh. Its HOMO energy is -9.00 eV. The total charge is 0. For the energy relative to the best compared isomer or geometry (same formula, charge and spin), the calculation gives 73.7 kcal/mol. The LUMO energy is 0.04133 Ha.

No. 4
DFT (ωB97M-V/def2-TZVPD) results for a cluster of 3 separate species, C15H37N5O2P in total at a distorted geometry.

```
60
Properties=species:S:1:pos:R:3
N 2.9459 1.1903 -0.7267
P 2.2722 2.2331 -1.7654
O 2.7736 1.9803 -3.4243
O 2.7020 3.8863 -1.3680
N 0.5021 2.0944 -1.5765
C 0.0388 0.7478 -1.0576
C -1.5816 0.9954 -1.0228
N -1.8297 2.4361 -1.4900
C -0.5352 3.1712 -1.8550
H 3.5502 0.5151 -1.2568
H 2.8836 1.0048 -3.6298
H 3.1218 3.8040 -0.4450
H 0.6481 -0.2183 -0.7628
H -2.4209 0.2145 -0.6960
H -2.7861 2.8613 -1.5472
H -0.3680 4.2680 -2.2339
C -2.2238 -6.4526 -3.5669
C -1.5109 -5.1039 -3.5826
N -2.3455 -3.9880 -3.1304
C -1.7634 -2.6731 -3.4206
C -0.4568 -2.3109 -2.7239
C -2.9485 -4.1225 -1.8035
C -2.0131 -4.3386 -0.6186
H -3.1538 -6.4168 -4.1452
H -1.5809 -7.2174 -4.0142
H -2.4576 -6.7793 -2.5487
H -1.2053 -4.9201 -4.6201
H -0.5881 -5.1840 -2.9945
H -2.5050 -1.8926 -3.2085
H -1.5967 -2.6086 -4.5041
H -0.6146 -2.0672 -1.6707
H -0.0247 -1.4203 -3.1930
H 0.2892 -3.1075 -2.7929
H -3.6556 -4.9606 -1.8325
H -3.5812 -3.2491 -1.5979
H -1.2385 -5.0821 -0.8226
H -2.5881 -4.6980 0.2415
H -1.5312 -3.4084 -0.3098
C 2.3138 0.5328 3.2792
C 2.0264 1.7229 4.1895
N 1.9777 3.0075 3.4867
C 1.9943 4.1638 4.3892
C 0.8066 4.3431 5.3278
C 1.0358 3.1029 2.3703
C -0.4358 2.8265 2.6590
H 3.2344 0.6854 2.7049
H 2.4410 -0.3726 3.8811
H 1.4926 0.3456 2.5800
H 2.8339 1.7554 4.9314
H 1.0999 1.5291 4.7443
H 2.1219 5.0816 3.8015
H 2.9025 4.1005 5.0033
H -0.0773 4.7040 4.7965
H 1.0481 5.0953 6.0867
H 0.5478 3.4214 5.8563
H 1.3624 2.4079 1.5870
H 1.1230 4.0914 1.9005
H -0.5848 1.9397 3.2800
H -0.9682 2.6553 1.7173
H -0.9186 3.6775 3.1444
```

The frontier orbital gap comes out at 5.50 eV. The calculation puts the total energy at -1358.9231 Eh. Its HOMO energy is -10.32 eV. The total charge is +1. The LUMO energy is -0.17708 Ha.

No. 5
DFT (ωB97M-V/def2-TZVPD) results for a structure of composition C4H5DyO2 at a distorted geometry.

```
12
Properties=species:S:1:pos:R:3
H 1.1868 -0.1866 -1.5282
C 0.1058 0.0734 -0.8426
C 0.0573 -1.2280 -1.2398
O 0.1760 -2.3641 -0.9075
Dy 0.5172 -4.8770 -1.8232
H -0.2938 0.8295 -1.5244
O -1.7566 1.5912 1.4754
C -0.6309 1.2239 1.1556
C 0.6614 1.0590 1.3917
H -2.3484 1.8516 0.7352
H 0.9769 0.1334 1.8865
H 1.3483 1.8937 1.2213
```

The frontier orbital gap (spin up / spin down) comes out at 4.42 / 8.75 eV. The multiplicity is 7. The calculation puts the total energy at -1189.4722 Eh. Its HOMO energy (spin up / spin down) is -17.97 / -22.41 eV. As for the expectation value of S²: 13.060. The total charge is +3. For the energy relative to the best compared isomer or geometry (same formula, charge and spin), the calculation gives 35.9 kcal/mol. The LUMO energy (spin up / spin down) is -0.49775 / -0.50216 Ha.

No. 6
DFT (ωB97M-V/def2-TZVPD) results for the ion C13H21O with charge +1 at a distorted geometry.

```
35
Properties=species:S:1:pos:R:3
C 1.0194 1.8776 -0.2890
C 1.3454 3.1308 0.0258
C -1.5543 0.4011 -0.1920
C -2.6758 -0.3057 -0.1303
C 1.0204 1.1706 -1.5232
C 1.6272 -2.3502 -0.1226
C 1.0164 -2.0608 1.2623
C 1.9456 -1.1736 -0.9946
C -0.3021 -1.4414 0.9246
C 0.6058 -0.2743 -1.2071
C -0.1467 -0.1152 0.0675
C -3.9572 0.1935 -0.7499
C 0.3831 1.2485 2.0456
O 0.7554 0.9027 0.7110
H 1.2843 3.3825 1.0445
H 1.7367 3.9092 -0.6913
H -1.5508 1.3810 -0.7487
H -2.5782 -1.2444 0.3387
H 0.5510 1.6285 -2.3287
H 2.1024 1.0313 -1.9325
H 2.5129 -2.9989 -0.1033
H 0.9009 -2.8153 -0.8148
H 0.8227 -2.9877 1.6949
H 1.4914 -1.3638 1.8637
H 2.7750 -0.5436 -0.7175
H 2.2559 -1.6247 -1.9882
H -1.0141 -2.2472 0.4185
H -0.8056 -1.1811 1.7588
H 0.1287 -0.6578 -2.0970
H -4.1203 -0.3289 -1.6496
H -4.8427 0.3037 -0.1565
H -3.8097 1.2546 -0.8809
H 0.0443 0.2928 2.4461
H 1.2850 1.4073 2.6729
H -0.2522 2.1991 2.0426
```

The frontier orbital gap comes out at 10.98 eV. The calculation puts the total energy at -582.7902 Eh. Its HOMO energy is -13.35 eV. The total charge is +1. For the energy relative to the best compared isomer or geometry (same formula, charge and spin), the calculation gives 0.0 kcal/mol. The LUMO energy is -0.08694 Ha.

No. 7
DFT (ωB97M-V/def2-TZVPD) results for a structure of composition C22H28N11O2S2SeV at a distorted geometry.

```
67
Properties=species:S:1:pos:R:3
V 0.2601 0.4677 0.2437
N -2.7675 2.2908 1.1453
N -3.8846 1.5900 0.7086
C -3.9577 0.2568 0.8455
N -5.0522 -0.3781 0.4099
N -2.9226 -0.3450 1.4020
N -2.9135 -1.6122 1.7449
O -3.9422 -2.2775 1.8286
O -1.8130 -2.0834 1.9896
H -3.0120 2.9381 1.8896
H -2.2925 2.7801 0.3868
H -4.6081 2.0615 0.1699
H -5.7338 0.0701 -0.1740
H -5.1324 -1.3626 0.6448
S -0.2242 0.4866 2.4010
C 0.4012 2.0248 2.8995
C 0.6126 2.2511 4.2533
C 1.1471 3.4537 4.7038
C 1.3804 3.6492 6.0802
N 1.5692 3.7809 7.2051
C 1.4616 4.4597 3.7634
C 1.2257 4.2417 2.4117
C 0.7019 3.0336 1.9579
S 0.4002 2.8064 0.2731
C 2.0197 5.6858 4.1816
N 2.4786 6.6903 4.4929
H 0.3560 1.4719 4.9562
H 1.4637 5.0140 1.6946
N 4.2675 0.8965 -0.3822
C 4.2693 0.4796 0.9156
C 2.9710 0.1984 1.2230
N 2.1874 0.4465 0.1351
C 2.9902 0.8677 -0.8167
H 5.0680 1.1994 -0.9134
H 5.1598 0.4216 1.5070
H 2.5483 -0.1308 2.1557
H 2.6807 1.1894 -1.7937
C -0.3196 -4.4293 0.1150
C 0.3530 -3.6986 -1.0528
C 1.8440 -4.0497 -1.1342
C -0.3239 -4.0718 -2.3727
N 0.2311 -2.2355 -0.9455
N 0.4335 -1.6625 0.3408
H -0.3298 -5.5007 -0.0689
H -1.3451 -4.0831 0.2339
H 0.2090 -4.2491 1.0490
H 1.9731 -5.1184 -1.2974
H 2.3670 -3.7789 -0.2167
H 2.2981 -3.5144 -1.9663
H -0.1511 -5.1174 -2.6079
H 0.0744 -3.4642 -3.1819
H -1.3982 -3.9047 -2.3255
H -0.7156 -1.9696 -1.2267
H 1.3469 -1.9655 0.6844
H -0.2735 -1.9625 1.0348
Se -1.6156 0.4607 -1.2783
C -0.9362 0.4631 -3.0646
C 0.3707 0.0672 -3.3239
C 0.8607 0.0989 -4.6166
C 0.0528 0.5108 -5.6633
C -1.2585 0.8810 -5.4084
C -1.7549 0.8590 -4.1193
H 0.9873 -0.2839 -2.5018
H 1.8820 -0.1988 -4.8129
H 0.4428 0.5488 -6.6706
H -1.8926 1.1986 -6.2227
H -2.7760 1.1535 -3.9168
```

The frontier orbital gap (spin up / spin down) comes out at 7.05 / 7.40 eV. The multiplicity is 3. The calculation puts the total energy at -5749.6665 Eh. Its HOMO energy (spin up / spin down) is -7.30 / -7.46 eV. As for the expectation value of S²: 2.031. The total charge is 0. For the energy relative to the best compared isomer or geometry (same formula, charge and spin), the calculation gives 45.9 kcal/mol. The LUMO energy (spin up / spin down) is -0.00917 / -0.00216 Ha.

No. 8
DFT (ωB97M-V/def2-TZVPD) results for a structure of composition C20H27N3ORuSSeSi.

```
55
Properties=species:S:1:pos:R:3
Ru -0.6673 1.3162 -0.4466
N -3.9559 -1.4553 0.0415
C -2.8219 -0.8393 -0.3689
S -2.7722 0.9268 -0.0764
N -1.8908 -1.5210 -0.9378
N -0.8236 -0.7221 -1.3067
C 0.0409 -1.2641 -2.0733
C 1.1336 -0.5144 -2.6628
C 2.0662 -1.2404 -3.4180
C 3.1233 -0.6301 -4.0544
C 3.2572 0.7549 -3.9595
C 2.3489 1.4957 -3.2348
C 1.2813 0.8792 -2.5711
O 0.4776 1.7166 -1.8972
H -4.6203 -0.9541 0.6012
H -3.9772 -2.4606 0.0465
H -0.0696 -2.3159 -2.3349
H 1.9380 -2.3149 -3.4885
H 3.8331 -1.2154 -4.6225
H 4.0732 1.2580 -4.4623
H 2.4360 2.5709 -3.1539
C -1.5068 4.6160 -1.2602
Si -0.8569 3.6491 0.2130
C 0.8439 4.3302 0.6487
C -1.9862 3.9216 1.6891
H -1.5563 5.6834 -1.0242
H -2.5079 4.2930 -1.5536
H -0.8444 4.4894 -2.1190
H 0.7999 5.3962 0.8909
H 1.5261 4.2008 -0.1947
H 1.2682 3.8099 1.5105
H -1.9328 4.9549 2.0425
H -1.6909 3.2647 2.5112
H -3.0300 3.7063 1.4477
C 0.1777 -5.2374 2.3680
C 0.2376 -3.7588 2.0969
C -0.6627 -2.8827 2.6837
C -0.6141 -1.5094 2.4652
C -1.5797 -0.6376 3.2178
C 0.3636 -1.0030 1.5940
Se 0.5293 0.9196 1.4204
C 1.3011 -1.8651 1.0088
C 2.4176 -1.4081 0.1083
C 1.2144 -3.2281 1.2690
H -0.6419 -5.4840 3.0419
H 1.1044 -5.5899 2.8242
H 0.0360 -5.8026 1.4452
H -1.4217 -3.2721 3.3542
H -2.2242 -1.2512 3.8465
H -2.2057 -0.0443 2.5558
H -1.0567 0.0745 3.8595
H 2.3839 -0.3447 -0.1095
H 2.3792 -1.9436 -0.8408
H 3.3863 -1.6262 0.5635
H 1.9391 -3.8914 0.8058
```

The frontier orbital gap comes out at 6.90 eV. The calculation puts the total energy at -4201.8743 Eh. Its HOMO energy is -7.87 eV. The total charge is 0. For the energy relative to the best compared isomer or geometry (same formula, charge and spin), the calculation gives 12.3 kcal/mol. The LUMO energy is -0.03551 Ha.

Repeat the sixth record exactly.
DFT (ωB97M-V/def2-TZVPD) results for the ion C13H21O with charge +1 at a distorted geometry.

```
35
Properties=species:S:1:pos:R:3
C 1.0194 1.8776 -0.2890
C 1.3454 3.1308 0.0258
C -1.5543 0.4011 -0.1920
C -2.6758 -0.3057 -0.1303
C 1.0204 1.1706 -1.5232
C 1.6272 -2.3502 -0.1226
C 1.0164 -2.0608 1.2623
C 1.9456 -1.1736 -0.9946
C -0.3021 -1.4414 0.9246
C 0.6058 -0.2743 -1.2071
C -0.1467 -0.1152 0.0675
C -3.9572 0.1935 -0.7499
C 0.3831 1.2485 2.0456
O 0.7554 0.9027 0.7110
H 1.2843 3.3825 1.0445
H 1.7367 3.9092 -0.6913
H -1.5508 1.3810 -0.7487
H -2.5782 -1.2444 0.3387
H 0.5510 1.6285 -2.3287
H 2.1024 1.0313 -1.9325
H 2.5129 -2.9989 -0.1033
H 0.9009 -2.8153 -0.8148
H 0.8227 -2.9877 1.6949
H 1.4914 -1.3638 1.8637
H 2.7750 -0.5436 -0.7175
H 2.2559 -1.6247 -1.9882
H -1.0141 -2.2472 0.4185
H -0.8056 -1.1811 1.7588
H 0.1287 -0.6578 -2.0970
H -4.1203 -0.3289 -1.6496
H -4.8427 0.3037 -0.1565
H -3.8097 1.2546 -0.8809
H 0.0443 0.2928 2.4461
H 1.2850 1.4073 2.6729
H -0.2522 2.1991 2.0426
```

The frontier orbital gap comes out at 10.98 eV. The calculation puts the total energy at -582.7902 Eh. Its HOMO energy is -13.35 eV. The total charge is +1. For the energy relative to the best compared isomer or geometry (same formula, charge and spin), the calculation gives 0.0 kcal/mol. The LUMO energy is -0.08694 Ha.

> What is the total charge in the first record?

+1